No. 1
Here is 2 unconnected molecules or ions with the total composition C28H52BF3NO8S3 at a distorted geometry from the Open Molecules 2025 dataset. Energies are from ωB97M-V with the def2-TZVPD basis set.

Results
LUMO level, eV: 1.644
Total energy, Eh: -3273.5966
Charge: -1
Spin multiplicity: 1
Gap between HOMO and LUMO, Ha: 0.2588
E_HOMO, eV: -5.40

Cartesian coordinates (Å):
C1 6.89 -4.32 -0.40
C2 7.86 -3.53 -1.41
C3 7.60 -3.82 -2.97
C4 6.05 -3.98 -3.36
C5 5.27 -2.55 -3.18
C6 3.82 -2.79 -2.50
C7 3.04 -1.43 -2.13
B1 3.42 -0.78 -0.67
N1 4.45 -1.65 0.11
C8 3.77 -2.45 0.88
O1 3.04 -3.34 1.40
O2 2.33 -0.66 0.36
C9 1.93 0.72 0.63
C10 1.98 1.06 2.21
S1 3.27 0.10 3.16
C11 4.98 0.53 2.57
C12 6.15 -0.39 3.21
C13 2.74 1.63 -0.43
C14 2.04 1.97 -1.86
C15 0.43 2.17 -1.77
C16 -0.25 0.98 -2.63
C17 -1.85 1.10 -2.76
C18 -2.47 0.42 -1.40
C19 -3.85 -0.30 -1.81
C20 -4.51 -0.87 -0.43
C21 -5.99 -1.41 -0.83
C22 -6.83 -1.58 0.55
O3 -8.05 -2.29 0.20
C23 -8.75 -2.63 1.42
S2 3.42 3.29 0.07
O4 4.08 3.34 1.42
O5 4.49 3.71 -0.94
C24 2.14 4.68 0.02
F1 2.68 5.71 0.87
F2 0.88 4.32 0.56
F3 2.06 5.28 -1.28
O6 3.76 0.67 -0.84
H1 6.38 -5.25 -0.86
H2 7.56 -4.73 0.45
H3 6.11 -3.64 0.13
H4 7.72 -2.40 -1.23
H5 8.97 -3.75 -1.17
H6 8.27 -4.71 -3.28
H7 7.99 -2.90 -3.56
H8 6.03 -4.30 -4.48
H9 5.54 -4.83 -2.79
H10 5.95 -1.85 -2.59
H11 5.09 -2.17 -4.26
H12 3.92 -3.54 -1.64
H13 3.18 -3.32 -3.31
H14 1.89 -1.54 -2.18
H15 3.34 -0.66 -2.96
H16 0.79 0.63 0.45
H17 2.02 2.20 2.44
H18 0.97 0.71 2.65
H19 5.06 0.54 1.41
H20 5.19 1.61 2.94
H21 6.68 -1.05 2.42
H22 6.97 0.32 3.64
H23 5.76 -0.99 4.11
H24 2.22 1.16 -2.65
H25 2.45 2.95 -2.33
H26 0.16 3.16 -2.33
H27 0.03 2.27 -0.71
H28 0.11 -0.03 -2.23
H29 0.17 1.09 -3.71
H30 -2.19 2.18 -2.91
H31 -2.21 0.48 -3.68
H32 -2.58 1.28 -0.64
H33 -1.69 -0.37 -1.08
H34 -3.63 -1.14 -2.56
H35 -4.51 0.48 -2.33
H36 -3.81 -1.69 -0.06
H37 -4.52 0.02 0.29
H38 -6.48 -0.64 -1.53
H39 -5.83 -2.41 -1.37
H40 -6.19 -2.20 1.29
H41 -7.02 -0.52 1.02
H42 -8.30 -2.14 2.37
H43 -9.85 -2.30 1.27
H44 -8.76 -3.79 1.50
C25 -7.36 4.11 4.17
C26 -8.42 3.89 3.09
C27 -7.81 2.95 2.04
S3 -6.60 1.96 2.90
O7 -5.29 2.28 2.38
O8 -7.08 0.59 2.98
C28 -6.80 2.73 4.49
H45 -7.78 4.59 5.06
H46 -6.57 4.76 3.78
H47 -9.30 3.41 3.54
H48 -8.75 4.83 2.64
H49 -8.57 2.30 1.60
H50 -7.30 3.51 1.26
H51 -5.84 2.77 5.01
H52 -7.51 2.14 5.07

Here are the Mulliken charges for atoms 1 to 6, given in e:
1. C -0.477
2. C -0.428
3. C -0.867
4. C -0.555
5. C -0.288
6. C -0.845


No. 2
Here is 10 unconnected molecules or ions with the total composition C28H52Br8O18 at a distorted geometry from the Open Molecules 2025 dataset. Energies are from ωB97M-V with the def2-TZVPD basis set.

Results
LUMO level, eV: 0.109
Total energy, Eh: -23044.6295
Charge: 0
Spin multiplicity: 1
Gap between HOMO and LUMO, Ha: 0.3695
E_HOMO, eV: -9.95

Cartesian coordinates (Å):
C1 -4.18 -0.12 -4.34
C2 -2.86 -0.83 -4.32
C3 -2.24 -1.04 -2.92
O1 -2.05 -2.47 -2.84
C4 -2.53 -3.07 -3.95
O2 -2.50 -4.25 -4.14
O3 -3.06 -2.18 -4.81
H1 -4.08 0.92 -4.02
H2 -4.98 -0.63 -3.82
H3 -4.50 -0.06 -5.39
H4 -2.18 -0.31 -4.99
H5 -2.94 -0.77 -2.14
H6 -1.28 -0.55 -2.87
C5 2.55 5.22 3.06
C6 3.92 5.34 2.45
C7 5.06 5.06 3.44
O4 5.94 4.21 2.72
C8 5.28 3.67 1.67
O5 5.66 2.76 1.01
O6 4.10 4.29 1.48
H7 2.40 5.93 3.88
H8 2.47 4.23 3.53
H9 1.72 5.35 2.37
H10 4.05 6.28 1.92
H11 4.68 4.57 4.34
H12 5.55 5.99 3.72
C9 0.47 5.21 -6.80
O7 -0.52 4.82 -5.86
C10 -0.09 4.70 -4.61
O8 1.03 4.92 -4.23
O9 -1.11 4.29 -3.86
C11 -0.76 3.88 -2.52
H13 0.95 6.15 -6.51
H14 -0.06 5.36 -7.73
H15 1.24 4.45 -6.90
H16 -0.36 4.74 -1.99
H17 -0.13 2.99 -2.53
H18 -1.71 3.63 -2.05
C12 -2.06 -1.63 4.32
O10 -2.35 -3.00 4.06
C13 -2.05 -3.86 5.03
O11 -1.53 -3.60 6.07
O12 -2.43 -5.07 4.62
C14 -2.21 -6.14 5.53
H19 -2.53 -1.29 5.24
H20 -2.50 -1.04 3.52
H21 -0.99 -1.42 4.38
H22 -2.53 -7.04 5.01
H23 -2.82 -5.98 6.42
H24 -1.15 -6.24 5.76
C15 6.33 1.34 3.96
O13 5.05 1.98 3.89
C16 4.06 1.43 3.20
O14 2.94 1.88 3.23
O15 4.45 0.38 2.50
C17 3.44 -0.27 1.75
H25 6.87 1.86 4.74
H26 6.85 1.39 3.01
H27 6.22 0.28 4.21
H28 2.99 0.46 1.07
H29 2.61 -0.60 2.39
H30 3.82 -1.16 1.26
C18 0.67 2.39 0.90
O16 0.09 1.26 1.55
C19 -0.35 0.29 0.76
O17 -0.30 0.26 -0.45
O18 -0.88 -0.65 1.52
C20 -1.17 -1.90 0.86
H31 1.24 2.09 0.03
H32 1.35 2.84 1.61
H33 -0.11 3.10 0.58
H34 -1.45 -2.58 1.66
H35 -0.28 -2.25 0.34
H36 -1.96 -1.76 0.14
Br1 1.84 -2.21 -1.48
C21 1.81 -4.06 -2.13
C22 2.60 -4.89 -1.16
Br2 2.90 -6.66 -1.91
H37 2.26 -4.00 -3.12
H38 0.78 -4.39 -2.22
H39 2.11 -5.00 -0.20
H40 3.57 -4.44 -1.03
Br3 3.22 1.10 -1.84
C23 2.39 1.53 -3.56
C24 1.35 0.48 -3.86
Br4 0.22 1.20 -5.30
H41 3.17 1.59 -4.32
H42 2.01 2.55 -3.48
H43 0.70 0.31 -3.01
H44 1.83 -0.42 -4.23
Br5 -3.64 -6.92 1.75
C25 -3.34 -5.08 1.14
C26 -2.61 -5.07 -0.18
Br6 -0.78 -5.71 0.02
H45 -2.82 -4.63 1.97
H46 -4.32 -4.63 1.04
H47 -2.55 -4.07 -0.61
H48 -3.10 -5.74 -0.87
Br7 -7.76 1.59 -0.23
C27 -6.81 -0.08 0.13
C28 -5.65 0.25 1.04
Br8 -4.58 -1.34 1.36
H49 -6.50 -0.45 -0.85
H50 -7.51 -0.80 0.53
H51 -5.99 0.63 2.00
H52 -5.03 0.97 0.51

Here are the Mulliken charges for atoms 1 to 6, given in e:
1. C -1.646
2. C 1.036
3. C 0.902
4. O -0.097
5. C 0.383
6. O -0.547


No. 3
Here is a molecular structure, C28H52F10NO24S2V at a distorted geometry from the Open Molecules 2025 dataset. Energies are from ωB97M-V with the def2-TZVPD basis set.

Results
LUMO level (spin up / spin down), eV: -4.508 / -4.574
Total energy, Eh: -5697.2483
Charge: +1
Spin multiplicity: 4
Gap between HOMO and LUMO (spin up / spin down), Ha: 0.2431 / 0.2407
<S²>: 3.7539
E_HOMO (spin up / spin down), eV: -11.12 / -11.12

Cartesian coordinates (Å):
V1 1.51 2.17 -1.14
C1 1.72 -2.41 -0.77
F1 2.63 -2.33 -1.71
F2 0.49 -2.60 -1.24
F3 2.11 -3.43 0.06
S1 1.81 -0.76 0.26
O1 1.55 -1.20 1.67
O2 3.15 -0.21 0.02
N1 0.71 0.36 -0.43
S2 -0.59 0.02 0.34
O3 -0.90 -1.38 0.55
O4 -0.76 0.92 1.50
C2 -1.99 0.52 -0.89
F4 -1.77 0.03 -2.13
F5 -3.13 0.14 -0.43
F6 -2.04 1.83 -1.00
C3 3.84 -2.78 3.20
C4 3.89 -1.44 3.85
O5 4.79 -0.73 3.07
C5 5.46 -1.56 2.25
O6 6.44 -1.25 1.58
O7 4.88 -2.75 2.25
F7 4.50 -1.62 5.02
H1 2.94 -2.94 2.60
H2 3.82 -3.63 3.89
H3 2.95 -0.90 3.99
C6 -5.63 0.88 -2.20
C7 -4.76 1.46 -3.32
O8 -5.60 2.56 -3.75
C8 -6.90 2.33 -3.36
O9 -7.91 2.99 -3.70
O10 -6.94 1.34 -2.44
F8 -4.64 0.45 -4.20
H4 -5.25 1.12 -1.21
H5 -5.68 -0.21 -2.26
H6 -3.77 1.75 -2.98
C9 0.34 -6.73 3.21
C10 0.39 -5.66 2.15
O11 0.76 -4.54 2.90
C11 0.69 -4.77 4.22
O12 0.97 -3.98 5.11
O13 0.25 -6.06 4.42
F9 -0.76 -5.34 1.61
H7 1.27 -7.28 3.31
H8 -0.56 -7.34 3.15
H9 1.05 -5.81 1.30
C12 -3.03 -3.68 -0.97
C13 -2.11 -4.42 -1.86
O14 -2.17 -3.73 -3.10
C14 -3.35 -3.09 -3.18
O15 -3.74 -2.46 -4.18
O16 -4.02 -3.31 -1.94
F10 -2.65 -5.68 -1.95
H10 -2.42 -2.86 -0.58
H11 -3.40 -4.16 -0.06
H12 -1.09 -4.56 -1.50
C15 -1.31 -1.09 -6.38
C16 -2.23 0.16 -6.48
C17 -1.26 1.19 -6.21
O17 -0.58 0.73 -5.06
C18 -0.33 -0.64 -5.25
H13 -0.76 -1.27 -7.30
H14 -1.78 -2.03 -6.13
H15 -2.98 0.01 -5.71
H16 -2.67 0.27 -7.48
H17 -1.66 2.19 -6.10
H18 -0.59 1.39 -7.04
H19 -0.40 -1.13 -4.28
H20 0.71 -0.82 -5.52
C19 -0.42 0.93 7.29
C20 -0.22 -0.19 6.28
C21 -1.08 0.14 5.09
O18 -2.21 0.90 5.68
C22 -1.89 1.27 7.05
H21 0.14 1.75 6.83
H22 -0.19 0.74 8.33
H23 -0.37 -1.17 6.73
H24 0.84 -0.26 6.04
H25 -1.49 -0.72 4.55
H26 -0.61 0.75 4.33
H27 -2.39 0.60 7.76
H28 -2.01 2.31 7.35
C23 6.29 1.43 -0.58
O19 5.75 1.99 -1.75
H29 6.35 2.17 0.21
H30 5.68 0.69 -0.06
H31 7.32 1.09 -0.73
H32 6.30 2.70 -2.09
C24 -0.22 3.57 -3.27
O20 0.38 2.28 -2.99
H33 0.36 4.13 -4.01
H34 -1.26 3.51 -3.60
H35 -0.13 4.16 -2.36
H36 0.06 1.71 -3.69
C25 -2.91 4.63 0.81
O21 -2.00 5.38 0.03
H37 -3.01 3.63 0.38
H38 -2.38 4.59 1.76
H39 -3.80 5.18 1.12
H40 -1.23 4.83 -0.06
C26 3.60 3.63 1.20
O22 3.08 2.52 0.59
H41 4.51 3.31 1.69
H42 3.95 4.39 0.49
H43 2.91 4.10 1.90
H44 3.15 1.81 1.23
C27 -0.46 3.66 3.63
O23 0.75 3.50 2.86
H45 -1.22 2.92 3.38
H46 -0.17 3.58 4.68
H47 -0.88 4.63 3.37
H48 0.42 3.46 1.96
C28 3.02 0.39 -3.50
O24 3.13 1.34 -2.43
H49 1.99 0.20 -3.80
H50 3.57 0.79 -4.35
H51 3.42 -0.59 -3.26
H52 4.05 1.42 -2.17

Here are the Mulliken charges for atoms 1 to 6, given in e:
1. V 0.970
2. C 0.465
3. F -0.130
4. F -0.016
5. F -0.217
6. S -0.743


No. 4
Here is 2 unconnected molecules or ions with the total composition C28H53BClFNO9PS at a distorted geometry from the Open Molecules 2025 dataset. Energies are from ωB97M-V with the def2-TZVPD basis set.

Results
LUMO level, eV: 0.301
Total energy, Eh: -3155.0502
Charge: 0
Spin multiplicity: 1
Gap between HOMO and LUMO, Ha: 0.3199
E_HOMO, eV: -8.40

Cartesian coordinates (Å):
C1 -2.32 -0.71 4.34
C2 -1.51 -1.97 4.76
O1 -0.16 -1.58 4.95
C3 0.79 -2.53 4.50
C4 1.64 -1.98 3.32
C5 1.92 -3.14 2.32
C6 2.33 -2.62 0.90
C7 1.69 -3.41 -0.27
C8 0.46 -2.79 -0.96
B1 0.96 -1.42 -1.67
O2 0.10 -0.55 -2.25
O3 2.32 -1.10 -1.75
C9 -0.77 -2.40 -0.14
S1 -1.36 -3.71 1.08
C10 -0.69 -1.10 0.71
C11 -1.59 0.07 0.23
C12 -1.14 1.34 0.97
C13 -2.17 2.46 1.01
C14 -2.58 3.01 -0.37
C15 -1.51 3.96 -0.96
C16 -0.58 3.28 -2.02
C17 0.90 3.34 -1.60
C18 1.73 2.40 -2.51
C19 2.92 3.08 -3.17
O4 2.51 4.28 -3.79
C20 3.62 4.98 -4.31
C21 -1.90 -2.51 -1.19
O5 -2.99 -2.13 -1.16
O6 -1.44 -3.25 -2.23
C22 -0.08 -3.63 -2.19
C23 0.76 -3.77 -3.46
C24 0.51 -2.89 -4.69
C25 -0.85 -2.21 -4.86
Cl1 1.80 -1.61 -4.93
P1 -0.29 -5.48 -1.64
N1 -1.67 -6.07 -2.15
H1 -1.59 0.06 4.08
H2 -3.01 -0.38 5.11
H3 -2.90 -0.95 3.44
H4 -1.64 -2.72 3.97
H5 -1.88 -2.40 5.70
H6 1.48 -2.77 5.32
H7 0.33 -3.49 4.24
H8 2.61 -1.70 3.74
H9 1.16 -1.12 2.85
H10 1.12 -3.87 2.28
H11 2.78 -3.67 2.74
H12 2.22 -1.54 0.85
H13 3.40 -2.82 0.84
H14 1.51 -4.42 0.11
H15 2.47 -3.53 -1.03
H16 0.51 -0.09 -2.99
H17 2.76 -1.58 -2.47
H18 -2.66 -3.35 1.15
H19 0.32 -0.70 0.84
H20 -1.05 -1.32 1.72
H21 -2.61 -0.14 0.57
H22 -1.64 0.16 -0.85
H23 -0.16 1.67 0.60
H24 -0.95 1.04 2.01
H25 -1.70 3.28 1.56
H26 -3.02 2.16 1.63
H27 -2.76 2.15 -1.02
H28 -3.50 3.59 -0.22
H29 -2.06 4.75 -1.49
H30 -0.92 4.45 -0.19
H31 -0.68 3.83 -2.96
H32 -0.94 2.26 -2.19
H33 1.22 4.37 -1.72
H34 1.02 3.07 -0.55
H35 1.10 2.00 -3.31
H36 2.06 1.53 -1.92
H37 3.73 3.24 -2.43
H38 3.32 2.41 -3.94
H39 3.22 5.79 -4.92
H40 4.20 5.45 -3.51
H41 4.26 4.36 -4.95
H42 1.81 -3.67 -3.17
H43 0.69 -4.81 -3.81
H44 0.64 -3.51 -5.57
H45 -0.99 -2.00 -5.92
H46 -1.63 -2.93 -4.60
H47 -0.96 -1.26 -4.34
H48 -0.17 -5.60 -0.25
H49 0.79 -6.25 -2.18
H50 -1.47 -6.85 -2.77
O7 -0.89 5.82 1.95
C26 -1.02 5.47 3.08
O8 -1.36 6.29 4.11
C27 -1.55 5.47 5.26
C28 -0.73 4.26 4.93
F1 -1.26 3.13 5.46
O9 -0.84 4.19 3.51
H51 -2.61 5.23 5.37
H52 -1.21 5.98 6.16
H53 0.32 4.33 5.20

Here are the Mulliken charges for atoms 1 to 6, given in e:
1. C -1.070
2. C 0.130
3. O -0.428
4. C -0.988
5. C -0.166
6. C -1.339